[1]
{
  "formula": "C19H40HgOP2",
  "method": "wB97M-V/def2-TZVPD",
  "symbols": ["P", "P", "C", "C", "H", "H", "H", "H", "C", "H", "H", "H", "C", "H", "H", "H", "C", "H", "H", "H", "C", "H", "H", "H", "Hg", "C", "C", "C", "C", "C", "C", "C", "C", "C", "H", "H", "H", "H", "H", "H", "H", "H", "H", "H", "H", "H", "H", "H", "H", "C", "C", "C", "C", "O", "H", "H", "H", "H", "H", "H", "H", "H", "H"],
  "xyz": [[0.12435, -1.37759, -3.87875], [0.10486, 1.71915, -3.74959], [-0.23197, -0.48062, -5.50236], [0.32833, 0.94158, -5.46848], [-1.32594, -0.47786, -5.63602], [0.24335, -1.07014, -6.30157], [1.40908, 0.95117, -5.68535], [-0.20421, 1.58787, -6.18393], [-1.51369, 2.48898, -4.13991], [-1.75122, 3.22210, -3.36242], [-2.30946, 1.73669, -4.16272], [-1.44406, 2.98761, -5.11113], [1.17583, 3.15860, -4.08582], [0.86461, 3.63744, -5.02062], [2.21944, 2.83029, -4.15839], [1.08501, 3.86147, -3.25051], [-0.97369, -2.79745, -4.18955], [-0.82871, -3.52459, -3.38249], [-0.72005, -3.24077, -5.15819], [-2.01937, -2.46640, -4.18494], [1.71037, -2.11093, -4.41422], [2.49883, -1.35165, -4.44868], [1.56935, -2.55253, -5.40500], [2.00041, -2.88405, -3.69543], [1.03324, -0.05077, 3.68096], [0.58379, 1.37574, 0.72134], [-0.76089, 1.27713, 0.60410], [-1.49833, 0.64213, -0.51751], [-1.92902, -0.82292, -0.29286], [-0.87388, -1.83079, -0.02972], [0.45490, -1.73604, -0.17337], [1.18879, -0.61994, -0.86267], [1.61776, 0.63933, -0.07954], [0.50275, -2.15764, 3.63006], [1.00661, 1.92060, 1.55311], [-1.37105, 1.80641, 1.33923], [-0.98724, 0.74459, -1.48608], [-2.43783, 1.19875, -0.61966], [-2.62065, -0.86735, 0.56545], [-2.53998, -1.10050, -1.16872], [-1.27500, -2.78019, 0.35569], [1.09125, -2.59168, 0.15335], [0.60287, -0.29190, -1.73369], [2.10256, -1.06753, -1.27670], [2.47982, 0.38377, 0.57236], [2.01057, 1.33091, -0.85657], [1.35789, -2.54721, 4.23019], [0.45551, -2.64176, 2.65812], [-0.39823, -2.32226, 4.22732], [1.32283, 0.72426, 6.73661], [-0.17374, 0.58246, 6.41793], [-0.63276, -0.83488, 6.79442], [-1.02460, 1.60413, 7.17423], [-0.42736, 0.93789, 5.08899], [1.50583, 0.64270, 7.81220], [1.71490, 1.68379, 6.38034], [1.92512, -0.05489, 6.24006], [-0.52305, -0.98406, 7.88479], [-1.69035, -0.98465, 6.53275], [-0.04478, -1.62299, 6.30190], [-0.75261, 2.61764, 6.86230], [-2.07666, 1.47849, 6.89034], [-0.93045, 1.53088, 8.26500]],
  "nbo_charge": [0.8249, 0.8005, -0.6996, -0.6888, 0.2194, 0.2134, 0.2182, 0.2149, -0.9393, 0.2331, 0.2318, 0.2132, -0.9449, 0.2137, 0.2310, 0.2322, -0.9470, 0.2352, 0.2114, 0.2315, -0.9439, 0.2319, 0.2135, 0.2332, 1.1630, -0.1991, -0.1786, -0.4603, -0.4385, -0.1705, -0.2046, -0.4929, -0.4466, -1.0396, 0.1883, 0.2119, 0.2300, 0.2135, 0.2141, 0.2159, 0.1984, 0.1988, 0.2588, 0.2076, 0.1998, 0.2205, 0.2065, 0.2171, 0.2236, -0.6345, 0.2202, -0.6330, -0.6146, -0.9433, 0.2105, 0.2111, 0.1817, 0.2041, 0.2136, 0.1940, 0.2117, 0.2120, 0.1898],
  "multiplicity": 1,
  "relative_energy_kcal_mol": 0.0,
  "homo_ev": -7.903,
  "e_lumo_ev": -0.91,
  "e_tot_ha": -1659.14828,
  "orbital_gap_ev": 6.996
}


[2]
{
  "formula": "C19H25N2O3",
  "method": "wB97M-V/def2-TZVPD",
  "symbols": ["C", "C", "O", "C", "O", "C", "C", "C", "C", "C", "C", "O", "C", "C", "C", "N", "C", "C", "N", "C", "C", "C", "C", "C", "H", "H", "H", "H", "H", "H", "H", "H", "H", "H", "H", "H", "H", "H", "H", "H", "H", "H", "H", "H", "H", "H", "H", "H", "H"],
  "xyz": [[-6.03620, 3.88441, 4.35020], [-5.69272, 3.13965, 3.06935], [-4.18604, 3.07316, 3.05018], [-3.69458, 2.58735, 1.89803], [-4.45140, 2.37805, 0.95493], [-2.21759, 2.21541, 1.88142], [-1.92076, 0.66348, 1.84634], [-0.42121, 0.47073, 2.17193], [0.47916, 1.42674, 2.72384], [1.84426, 1.18410, 2.74293], [2.37650, -0.07606, 2.37836], [3.72035, -0.23546, 2.57603], [4.39489, -1.52028, 2.45169], [1.48168, -1.03754, 1.82950], [0.12426, -0.75456, 1.82796], [-2.78670, -0.14863, 2.69271], [-4.14034, -0.34753, 2.16482], [-2.24386, -1.33361, 3.33024], [-1.67292, 3.08532, 0.72530], [-2.06207, 2.78113, -0.55663], [-1.34053, 3.12156, -1.69925], [-0.26218, 4.03398, -1.55237], [-0.00401, 4.53524, -0.25192], [-0.75930, 4.10049, 0.85283], [-7.06445, 3.63492, 4.67382], [-5.30765, 3.68055, 5.15051], [-6.02562, 4.97790, 4.18339], [-6.15531, 2.10682, 3.06195], [-6.04327, 3.72028, 2.18641], [-1.70586, 2.37203, 2.81258], [-2.16066, 0.75191, 0.72827], [0.15061, 2.38667, 3.12766], [2.57133, 1.92585, 3.10879], [5.41600, -1.26198, 2.77229], [3.97360, -2.29031, 3.11648], [4.39651, -1.88314, 1.41200], [1.84868, -2.00072, 1.43487], [-0.56857, -1.53966, 1.53728], [-4.33054, -1.41993, 2.23360], [-4.89924, 0.19863, 2.74675], [-4.19273, -0.06342, 1.11240], [-3.07018, -1.84089, 3.80624], [-1.85289, -2.03384, 2.58387], [-1.46390, -1.11601, 4.06208], [-2.93992, 2.13948, -0.64996], [-1.61728, 2.67740, -2.67185], [0.33186, 4.32264, -2.43108], [0.83068, 5.23881, -0.11341], [-0.61842, 4.54667, 1.83784]],
  "nbo_charge": [-0.6429, -0.0776, -0.4965, 0.7931, -0.6136, -0.1453, -0.0029, -0.1325, -0.2155, -0.2492, 0.3416, -0.4975, -0.2577, -0.3153, -0.0988, -0.4588, -0.4139, -0.3948, -0.2803, 0.0813, -0.2228, -0.0830, -0.2419, 0.1060, 0.2319, 0.2308, 0.2181, 0.2021, 0.2125, 0.2634, 0.1739, 0.2032, 0.2358, 0.2161, 0.1915, 0.1859, 0.2339, 0.2038, 0.2069, 0.1981, 0.2036, 0.2174, 0.1681, 0.2185, 0.2740, 0.2641, 0.2549, 0.2629, 0.2475],
  "multiplicity": 1,
  "relative_energy_kcal_mol": 0.0,
  "homo_ev": -11.056,
  "e_lumo_ev": -4.29,
  "smiles": "CCOC(=O)[C@@H]([C@@H](c1ccc(OC)cc1)N(C)C)[n+]1ccccc1",
  "e_tot_ha": -1073.89638,
  "total_charge": 1,
  "orbital_gap_ev": 6.766
}


[3]
{
  "formula": "C5H11N",
  "method": "wB97M-V/def2-TZVPD",
  "symbols": ["C", "C", "C", "C", "N", "H", "H", "H", "H", "H", "H", "H", "C", "H", "H", "H", "H"],
  "xyz": [[-2.19891, 1.89560, -0.73919], [-1.65219, 0.79127, 0.14072], [-0.72316, 1.16905, 1.19717], [-1.81779, -0.49647, -0.09889], [-1.98592, -1.70569, -0.24516], [-2.38946, 2.87277, -0.37292], [-1.51232, 2.03142, -1.50790], [-3.03274, 1.49887, -1.20662], [-0.19158, 0.35505, 1.69410], [-0.04360, 1.94901, 0.89026], [-1.32107, 1.72789, 1.93681], [-1.35949, -2.25571, -0.78311], [1.41346, -2.20221, -0.15023], [0.69698, -1.42547, -0.58011], [0.93499, -3.09304, -0.04252], [2.36537, -2.33565, -0.73907], [1.69292, -1.80353, 0.76819]],
  "nbo_charge": [-0.6069, -0.2144, -0.6035, 0.4140, -0.6468, 0.2179, 0.2101, 0.2183, 0.2218, 0.2099, 0.2075, 0.3728, -0.8392, 0.2068, 0.2048, 0.2150, 0.2117],
  "multiplicity": 1,
  "relative_energy_kcal_mol": 48.5,
  "homo_ev": -8.120,
  "e_lumo_ev": 0.94,
  "smiles": "CC(C)=C=N.C",
  "e_tot_ha": -251.78522,
  "orbital_gap_ev": 9.059
}


[4]
{
  "formula": "C29H63ClO12",
  "method": "wB97M-V/def2-TZVPD",
  "symbols": ["C", "C", "C", "C", "C", "C", "O", "C", "C", "C", "C", "C", "O", "C", "O", "O", "C", "Cl", "H", "H", "H", "H", "H", "H", "H", "H", "H", "H", "H", "H", "H", "H", "H", "H", "H", "H", "H", "H", "H", "H", "H", "C", "O", "C", "C", "O", "C", "H", "H", "H", "H", "H", "H", "H", "H", "H", "H", "C", "O", "C", "C", "O", "C", "H", "H", "H", "H", "H", "H", "H", "H", "H", "H", "C", "O", "C", "C", "O", "C", "H", "H", "H", "H", "H", "H", "H", "H", "H", "H", "C", "O", "C", "C", "O", "C", "H", "H", "H", "H", "H", "H", "H", "H", "H", "H"],
  "xyz": [[2.30326, 0.49863, 1.31075], [2.49050, 2.00406, 1.15521], [2.56477, 2.46825, -0.30570], [1.25935, 2.71098, -1.08044], [1.62476, 2.90804, -2.56251], [0.29158, 3.79803, -0.45961], [0.69326, 4.42451, 0.73594], [1.91285, 5.13778, 0.99458], [2.72447, 5.72965, -0.14019], [-1.02309, 3.04773, -0.03118], [-0.91722, 1.92267, 0.98311], [-2.23085, 1.57620, 1.68588], [-3.06075, 0.73622, 0.90145], [-1.71896, 2.84779, -1.34546], [-2.51508, 2.01338, -1.72285], [-1.35047, 3.87472, -2.16964], [-0.48158, 4.73878, -1.44461], [0.28242, 5.79860, -2.63576], [2.47356, 0.23210, 2.35829], [3.06318, -0.03046, 0.73032], [1.30803, 0.16011, 1.02265], [3.46330, 2.22329, 1.61337], [1.75438, 2.54925, 1.74368], [3.22736, 3.33233, -0.39019], [3.07878, 1.66573, -0.84658], [0.71766, 1.75826, -1.05265], [2.28038, 2.08414, -2.85709], [0.76231, 2.87079, -3.22374], [2.17231, 3.82798, -2.74109], [2.55181, 4.48001, 1.59155], [1.61666, 5.95409, 1.65846], [2.34983, 6.70579, -0.44564], [3.74305, 5.87808, 0.23285], [2.79185, 5.08870, -1.01032], [-1.63042, 3.83117, 0.45546], [-0.20756, 2.24158, 1.74953], [-0.57105, 0.99837, 0.51657], [-1.99161, 1.01836, 2.59590], [-2.74664, 2.49393, 1.98847], [-3.72022, 1.27271, 0.45647], [-1.08007, 5.41413, -0.82747], [3.29772, 1.12651, -8.37433], [2.05026, 0.49221, -8.17286], [1.88060, -0.02979, -6.86613], [1.01568, 0.86622, -6.01053], [1.64342, 2.11040, -5.75002], [1.13757, 3.17774, -6.52968], [3.25953, 1.61138, -9.34799], [3.49531, 1.87942, -7.60685], [4.11369, 0.39536, -8.37730], [2.85260, -0.17399, -6.38357], [1.39850, -1.00778, -6.95795], [0.83756, 0.37473, -5.04819], [0.04688, 1.02038, -6.49482], [0.11898, 3.43842, -6.22219], [1.14004, 2.93386, -7.59507], [1.78424, 4.03669, -6.35826], [-5.95077, -3.89982, 2.49294], [-6.07634, -2.52185, 2.19558], [-4.93742, -1.97801, 1.54185], [-5.17662, -1.81284, 0.05919], [-5.32366, -3.07178, -0.58750], [-6.66582, -3.40452, -0.88030], [-6.92109, -4.24264, 2.84973], [-5.66197, -4.48148, 1.61440], [-5.20678, -4.06649, 3.27936], [-4.06057, -2.61013, 1.71282], [-4.73627, -0.99612, 1.97522], [-4.31500, -1.30797, -0.38564], [-6.06222, -1.19288, -0.11146], [-7.06133, -2.77115, -1.68207], [-7.30491, -3.30804, 0.00108], [-6.67785, -4.44059, -1.21674], [-2.85130, -5.30224, 0.35539], [-3.60855, -6.18995, 1.16441], [-4.45884, -7.04284, 0.42012], [-3.88948, -8.43736, 0.29456], [-2.70627, -8.45744, -0.48512], [-1.52141, -8.52900, 0.28268], [-2.13938, -4.79982, 1.00932], [-2.30084, -5.83890, -0.42195], [-3.50240, -4.55514, -0.10674], [-4.64179, -6.62570, -0.57536], [-5.41849, -7.09958, 0.94573], [-4.62441, -9.07989, -0.20038], [-3.69695, -8.84669, 1.29142], [-1.42408, -9.50858, 0.76397], [-1.49064, -7.74971, 1.04844], [-0.68546, -8.39024, -0.40044], [4.57339, 0.13461, 7.53152], [5.81280, 0.72098, 7.18311], [6.32048, 0.28270, 5.93492], [6.09002, 1.30394, 4.84548], [4.70944, 1.46682, 4.56000], [4.15544, 2.63898, 5.12705], [4.21335, 0.64694, 8.42160], [3.83657, 0.24492, 6.73167], [4.69416, -0.92920, 7.76268], [5.86445, -0.67036, 5.64943], [7.39688, 0.12310, 6.05024], [6.58146, 0.96193, 3.92924], [6.53625, 2.26077, 5.13264], [4.52856, 3.53323, 4.61503], [4.38124, 2.71577, 6.19336], [3.07575, 2.58605, 4.99547]],
  "mulliken_charge": [-1.6016, 0.0399, -1.3894, 1.3473, -2.1601, 0.9142, -0.3617, -0.2003, -1.0893, -1.1524, 0.2423, -1.2349, -0.3298, 0.5540, -0.6364, -0.4131, 0.0444, -0.1808, 0.2952, 0.4389, 0.2771, 0.2272, 0.0964, 0.1979, 0.8108, 0.1554, 0.5375, 0.4652, 0.0677, 0.0753, 0.5218, 0.2643, 0.3779, 0.2733, 0.8006, 0.0981, 0.0183, 0.3631, 0.4056, 0.2583, 0.5453, -0.6695, -0.3740, -0.6716, -0.4190, -0.2036, -0.8948, 0.2391, 0.2674, 0.3295, 0.3260, 0.3916, 0.3550, 0.3745, 0.3086, 0.4240, 0.2422, -0.5359, -0.4273, -0.0975, -0.4789, -0.3179, -0.8186, 0.2986, 0.1073, 0.3345, 0.1697, 0.2113, 0.2372, 0.4081, 0.2916, 0.3722, 0.2348, -0.5527, -0.3735, -0.3044, -0.7345, -0.3695, -0.6764, 0.2208, 0.3932, 0.1441, 0.2969, 0.3714, 0.3951, 0.3560, 0.3279, 0.2844, 0.2389, -0.6375, -0.3769, -0.5514, -0.5661, -0.2379, -0.8469, 0.2392, 0.2366, 0.3269, 0.3265, 0.3777, 0.3780, 0.3657, 0.2993, 0.4407, 0.2298],
  "multiplicity": 1,
  "relative_energy_kcal_mol": 0.0,
  "homo_ev": -8.917,
  "e_lumo_ev": 0.52,
  "smiles": "CCC[C@H](C)[C@]1(OCC)[C@H](CCO)C(=O)O[C@@H]1Cl.COCCOC.COCCOC.COCCOC.COCCOC",
  "e_tot_ha": -2505.62168,
  "orbital_gap_ev": 9.440
}